Version one
This record from the Open Molecules 2025 dataset describes a cluster of 13 separate species, C44H58N11O5P in total. The level of theory is ωB97M-V with the def2-TZVPD basis set.

XYZ file:
```
119
Properties=species:S:1:pos:R:3
O -1.14414 0.43356 -2.81383
H -1.63119 -0.39312 -2.77990
H -0.17319 0.25626 -2.53204
H -1.39429 0.64172 -1.90103
P 0.20294 -0.12174 -0.09495
O -0.69908 -1.17251 0.10891
O -0.67174 1.17326 -0.56508
O 0.75470 -0.34474 -1.43407
O 1.15305 0.19247 0.92113
N 1.29785 1.68880 3.00708
C 2.33580 1.62318 3.98307
C 2.05963 2.51610 5.05372
C 0.78994 3.06180 4.69647
C 0.40426 2.57982 3.53283
H 1.49178 1.50296 2.03870
H 3.26086 1.19887 3.72414
H 2.67374 2.68740 5.86932
H 0.37543 3.84676 5.15126
H -0.35045 2.89885 2.90554
N -0.74626 -3.86651 0.80718
C -0.47955 -4.44598 2.02643
C -0.99718 -5.70856 2.02806
C -1.37756 -5.96880 0.57574
C -1.27105 -4.77626 -0.10225
H -0.32898 -3.02079 0.48296
H -0.28225 -3.88133 2.92802
H -1.22300 -6.37095 2.87001
H -1.85707 -6.85373 0.14012
H -1.61013 -4.51870 -1.21033
N 1.90223 -1.48980 2.60776
C 2.55253 -2.58083 2.25800
C 2.74974 -3.34571 3.33959
C 1.90679 -2.77548 4.38987
C 1.45843 -1.61600 3.94932
H 1.53432 -0.67888 1.90535
H 2.99209 -2.52412 1.14058
H 3.40818 -4.22498 3.23061
H 1.83190 -3.31291 5.42574
H 0.83995 -0.85230 4.30214
N -2.25942 -1.44572 2.12449
C -3.36364 -2.33267 2.24564
C -3.92462 -2.19232 3.37892
C -3.06634 -1.18441 4.16357
C -2.00942 -0.77209 3.33646
H -1.49262 -1.38106 1.15691
H -3.40629 -2.82390 1.32440
H -4.60924 -2.85371 3.95876
H -3.35357 -0.83253 5.07287
H -1.31870 0.04221 3.33700
N 2.53879 -2.14162 -1.64704
C 2.35102 -3.35483 -1.32953
C 3.47014 -4.07574 -1.62607
C 4.43673 -3.06373 -2.23628
C 3.81293 -1.88794 -2.15070
H 1.69766 -1.34554 -1.66674
H 1.42517 -3.69115 -0.69071
H 3.38384 -5.22269 -1.58445
H 5.42629 -3.41629 -2.56753
H 4.01217 -0.84738 -2.50581
N -3.95980 2.08360 -1.20615
C -4.06548 2.72583 -2.41743
C -5.23759 2.34454 -2.99169
C -5.83224 1.29302 -2.07115
C -5.03570 1.26130 -0.99927
H -3.14704 2.14896 -0.53470
H -3.27729 3.58338 -2.54135
H -5.42647 2.61346 -4.01048
H -6.70144 0.79095 -2.32430
H -5.17737 1.04470 -0.00241
N -2.18447 2.66481 0.81828
C -3.08902 2.04158 1.71682
C -3.69626 2.93720 2.50218
C -3.06316 4.39007 2.10727
C -2.16535 3.97680 1.12482
H -1.53316 1.96680 0.31751
H -3.16223 0.85364 1.56782
H -4.58038 2.58953 3.04883
H -3.26943 5.46937 2.26534
H -1.59853 4.68754 0.44807
N 1.94104 0.50247 -3.46304
C 2.18450 1.82675 -3.82283
C 2.61978 1.84504 -5.10917
C 2.50638 0.32591 -5.64514
C 2.00746 -0.36462 -4.53188
H 1.53500 0.04391 -2.49896
H 2.09988 2.51092 -3.15845
H 3.07959 2.81032 -5.72271
H 2.64418 -0.19272 -6.60576
H 1.48003 -1.12591 -4.37811
N -2.13884 -1.97339 -1.79680
C -1.63195 -2.62730 -2.87257
C -2.58012 -2.56100 -3.86068
C -3.76422 -1.73966 -3.16634
C -3.47648 -1.44608 -1.94080
H -1.59330 -1.73508 -0.91502
H -0.62074 -2.96438 -2.61072
H -2.67774 -2.99045 -4.92435
H -4.75211 -1.66934 -3.69571
H -4.17459 -0.90510 -1.08439
N 0.22810 3.26013 -1.21487
C 1.20553 3.95639 -0.40905
C 1.76905 4.95976 -1.15323
C 1.01964 4.97914 -2.42500
C 0.04945 3.95446 -2.41882
H -0.00077 2.21086 -1.02832
H 1.54420 3.62828 0.54173
H 2.49797 5.79215 -0.86254
H 1.07644 5.85483 -3.31033
H -0.70493 3.62998 -3.03013
N 3.66707 0.85839 0.76105
C 4.14562 2.01627 1.05597
C 5.40372 2.16850 0.72633
C 5.81980 0.81588 0.15932
C 4.71381 0.01104 0.32873
H 2.58819 0.68196 0.93439
H 3.55499 2.83378 1.60514
H 6.13347 3.16653 0.69892
H 6.84761 0.61126 -0.15952
H 4.46575 -1.06085 0.12535
```

- LUMO energy: 0.1608 Ha
- Total charge: -2
- Frontier orbital gap: 7.7 eV

Atom charges from the Löwdin analysis, given in e for atoms 1 to 2: 0.192 0.064

Version two
This record from the Open Molecules 2025 dataset describes a structure of composition C44H58N11O5P. The level of theory is ωB97M-V with the def2-TZVPD basis set.

XYZ file:
```
119
Properties=species:S:1:pos:R:3
O -1.31872 2.57302 0.13024
H -1.63954 2.21681 1.06354
H -1.67017 1.76928 -0.43646
H -0.48528 2.21667 0.07526
P -0.32201 -0.26869 -0.07845
O -0.87038 -0.44898 1.21137
O 0.56312 1.02870 0.07277
O -1.39136 0.38254 -0.86588
O 0.48092 -1.41859 -0.67587
N 3.11759 -1.62105 -1.18205
C 3.88307 -2.31154 -2.05655
C 5.16007 -2.44313 -1.49735
C 5.15398 -1.62968 -0.16781
C 3.83153 -1.26987 0.01979
H 2.09939 -1.74406 -1.12025
H 3.30826 -2.60767 -3.01557
H 6.13594 -2.95359 -1.88046
H 5.91494 -1.51866 0.48966
H 3.27478 -1.03629 0.86395
N -2.46161 -2.15052 2.29893
C -2.08388 -3.21740 2.98705
C -3.19674 -3.78935 3.51315
C -4.27731 -2.92281 3.05609
C -3.72115 -1.87461 2.47400
H -1.83830 -1.22449 1.82652
H -1.07220 -3.58778 3.02774
H -3.26702 -4.76766 4.17008
H -5.38878 -3.01127 3.24866
H -4.19876 -0.98296 2.10226
N 0.52197 -3.79841 0.06847
C -0.60188 -4.51044 0.43881
C -0.08830 -5.69450 0.91253
C 1.38130 -5.52583 0.86814
C 1.72040 -4.46120 0.14716
H 0.47480 -2.62225 -0.13199
H -1.51930 -4.12742 0.32115
H -0.81841 -6.48165 1.37292
H 2.22036 -6.13018 1.36481
H 2.76000 -4.12148 -0.11154
N 0.44932 -1.35771 3.21306
C 0.09963 -1.01553 4.50775
C 1.07641 -1.60309 5.35366
C 2.03054 -2.28871 4.46634
C 1.63319 -2.01430 3.21302
H -0.18527 -1.08000 2.42301
H -0.76420 -0.35745 4.67790
H 1.02450 -1.47113 6.41618
H 2.92438 -2.63634 4.89157
H 1.98344 -2.29336 2.21727
N -3.11571 -1.53247 -1.60155
C -3.67574 -2.66118 -0.99145
C -4.56854 -3.32681 -1.69953
C -4.49230 -2.60783 -3.09585
C -3.59851 -1.70595 -2.93994
H -2.40578 -0.82536 -1.45515
H -3.16135 -2.88350 0.07337
H -5.10910 -4.15548 -1.59267
H -4.90139 -2.80476 -4.00015
H -3.12934 -1.08865 -3.88272
N 1.20050 4.19832 1.28660
C 1.90394 5.12102 0.43496
C 1.28394 6.30087 0.60487
C 0.19503 6.13278 1.71331
C 0.28988 4.89089 2.14608
H 1.55928 3.29256 1.28897
H 2.65143 4.52921 -0.29869
H 1.33819 7.25964 -0.10404
H -0.38654 6.85450 2.25877
H -0.48747 4.46882 2.77764
N 2.33902 1.55650 1.59400
C 2.09161 1.66755 2.91120
C 3.34762 2.05383 3.48606
C 4.22557 2.45564 2.41639
C 3.56396 2.11419 1.24152
H 1.40225 1.30842 0.95157
H 1.21980 1.45178 3.29851
H 3.55075 2.40613 4.62995
H 5.07449 3.12252 2.42777
H 3.74926 2.22063 0.21923
N -2.05619 1.62137 -2.95270
C -1.09858 1.97422 -4.03868
C -1.83710 2.59919 -4.96983
C -3.32475 2.60305 -4.43989
C -3.37663 1.97275 -3.25508
H -1.90088 0.87789 -2.06044
H -0.11186 1.65957 -3.97450
H -1.43182 2.93376 -5.91070
H -4.19056 3.02279 -4.95022
H -4.09867 1.89670 -2.46735
N -2.49503 1.22288 2.29480
C -3.74896 1.69960 1.94461
C -4.03246 2.87416 2.55375
C -2.77908 3.01578 3.54657
C -1.87601 2.01295 3.35901
H -1.82545 0.48384 2.14949
H -4.37434 1.33145 1.00583
H -4.86213 3.68638 2.56292
H -2.88007 3.88479 4.28076
H -1.03098 2.00492 3.90580
N 1.91515 1.98972 -1.85336
C 3.24246 1.62617 -2.15388
C 3.64906 2.44570 -3.19038
C 2.55852 3.44239 -3.42228
C 1.54208 3.14861 -2.46403
H 1.31706 1.48209 -1.04304
H 3.49338 0.77496 -1.62705
H 4.60648 2.21948 -3.84846
H 2.52436 4.46201 -4.05829
H 0.67827 3.77577 -2.45372
N 0.57801 -1.53932 -3.21194
C 1.26882 -0.72137 -4.03903
C 1.05757 -1.22057 -5.31760
C 0.21700 -2.40767 -5.15825
C -0.17574 -2.51504 -3.90355
H 0.51584 -1.21130 -2.10315
H 1.76924 0.04485 -3.68212
H 1.46086 -0.56210 -6.15099
H 0.02299 -3.14934 -5.91054
H -0.90784 -3.07231 -3.37608
```

- LUMO energy: 0.1530 Ha
- Total charge: -2
- Frontier orbital gap: 7.6 eV

Atom charges from the Löwdin analysis, given in e for atoms 1 to 2: 0.177 0.131

version one comes first in stability; the runner-up is 14.6 kJ/mol higher.

Version one
This record from the Open Molecules 2025 dataset describes a structure of composition C2H5NSi. The level of theory is ωB97M-V with the def2-TZVPD basis set.

XYZ file:
```
9
Properties=species:S:1:pos:R:3
C -2.00191 -0.82675 -1.72158
C -0.91095 -0.59716 -1.20549
N 0.50628 0.61382 1.65270
Si 1.03889 0.28551 0.01986
H -2.75728 -1.42038 -2.03968
H 0.60418 1.54072 2.12753
H -0.01885 -0.08932 2.13315
H 1.97870 -0.84555 0.00816
H 1.56092 1.33911 -0.97465
```

- LUMO energy: 0.0191 Ha
- Frontier orbital gap: 10.0 eV

Atom charges from the Löwdin analysis, given in e for atoms 1 to 2: -0.116 -0.209

Version two
This record from the Open Molecules 2025 dataset describes the molecule C2H5NSi. The level of theory is ωB97M-V with the def2-TZVPD basis set.

XYZ file:
```
9
Properties=species:S:1:pos:R:3
N 2.06489 -1.70137 -0.28791
C 1.02681 -1.35475 0.06995
C -0.31597 -0.81125 0.05301
Si -0.26774 1.14024 0.04622
H -1.12475 -1.15835 0.70471
H -0.74616 -0.94431 -0.94845
H 0.47704 1.77265 1.10882
H -1.64468 1.33847 0.43855
H 0.53056 1.71867 -1.18489
```

- Structure (SMILES): N#CC[SiH3]
- LUMO energy: 0.0253 Ha
- Frontier orbital gap: 11.6 eV

Atom charges from the Löwdin analysis, given in e for atoms 1 to 2: 0.131 -0.337

version two comes first in stability; the runner-up is 178.8 kJ/mol higher.

Version one
This record from the Open Molecules 2025 dataset describes a cluster of 6 separate species, C12H36O6 in total. The level of theory is ωB97M-V with the def2-TZVPD basis set.

XYZ file:
```
54
Properties=species:S:1:pos:R:3
C 11.25500 35.29600 42.76200
C 10.51100 35.94700 43.81300
O 9.20900 35.62800 43.57300
H 11.00200 34.20100 42.67100
H 12.26700 35.25200 42.76000
H 11.12600 35.68700 41.77500
H 10.57500 37.02600 43.84800
H 10.88300 35.43500 44.63400
H 8.79100 36.26500 44.27500
C 13.26500 44.14900 45.06800
C 12.09200 43.17600 44.65700
O 11.14900 43.30600 45.67000
H 13.88300 43.79000 45.99900
H 12.80400 45.12700 45.16500
H 13.97300 44.27400 44.16500
H 12.32700 42.01200 44.84300
H 11.58900 43.45800 43.68900
H 10.18000 42.98800 45.47000
C 13.85700 40.23500 38.31800
C 13.44000 41.71900 38.23100
O 12.55600 42.05200 39.29400
H 13.04600 39.64400 38.15200
H 14.38300 40.19700 39.37700
H 14.51800 39.98300 37.52600
H 12.98300 42.26800 37.42400
H 14.35300 42.56700 38.29500
H 12.51900 43.04200 39.27600
C 7.37200 39.06100 42.10600
C 8.84100 39.15100 41.67800
O 9.61800 40.08600 42.57300
H 7.06400 39.93700 41.89300
H 7.25600 38.94600 43.07000
H 6.77600 38.00600 41.62900
H 8.98800 39.56300 40.72400
H 9.41600 38.14900 41.85900
H 10.52900 40.05100 42.39400
C 14.30000 40.25000 46.35800
C 15.07000 41.14100 47.24900
O 16.39500 41.32900 46.76800
H 14.71200 39.31100 46.20700
H 14.23900 40.86000 45.37600
H 13.27800 40.37200 46.80100
H 15.06100 40.88300 48.39600
H 14.53300 42.04300 47.64700
H 16.70900 42.16000 47.30700
C 13.01800 39.19900 43.31300
C 13.40000 40.16500 42.14600
O 12.05800 40.47800 41.60200
H 14.01700 39.13400 43.87600
H 12.88600 38.22700 42.72500
H 12.40400 39.70100 43.91100
H 14.20400 39.67400 41.35500
H 13.82300 41.01700 42.56200
H 12.30900 41.29300 41.04400
```

- Structure (SMILES): CCO.CCO.CCO.CCO.CCO.CCO
- LUMO energy: 0.0154 Ha
- Frontier orbital gap: 9.9 eV

Atom charges from the Löwdin analysis, given in e for atoms 1 to 2: -0.108 -0.407

Version two
This record from the Open Molecules 2025 dataset describes a cluster of 6 separate species, C12H36O6 in total. The level of theory is ωB97M-V with the def2-TZVPD basis set.

XYZ file:
```
54
Properties=species:S:1:pos:R:3
C -19.00214 17.06053 -28.17758
C -19.45510 18.23450 -27.25570
O -18.65997 19.29979 -27.59380
H -19.59630 16.16047 -28.01959
H -17.94653 16.80916 -28.07466
H -19.01064 17.38078 -29.21944
H -19.21894 18.06298 -26.20551
H -20.51045 18.50604 -27.28027
H -18.91530 20.09264 -27.11651
C -13.88132 17.95651 -28.72592
C -15.33032 18.59751 -28.72716
O -15.96471 18.47261 -27.46568
H -13.44364 17.88672 -29.72174
H -13.94886 17.01777 -28.17610
H -13.25471 18.64637 -28.16063
H -15.78707 18.14901 -29.60939
H -15.19100 19.65022 -28.97311
H -16.88300 18.73735 -27.55649
C -22.64363 19.39650 -25.18420
C -23.72784 20.19111 -24.49044
O -24.08531 21.38299 -25.03767
H -21.74442 20.00018 -25.30699
H -22.90501 18.90490 -26.12128
H -22.41250 18.50719 -24.59785
H -23.41335 20.45035 -23.47951
H -24.58944 19.53640 -24.35966
H -24.67036 21.86234 -24.44645
C -15.94690 16.52249 -23.11539
C -16.23925 17.12679 -24.44866
O -15.53959 16.44291 -25.37804
H -16.59343 17.03962 -22.40639
H -14.91863 16.73803 -22.82505
H -16.16886 15.45533 -23.11744
H -16.00333 18.19086 -24.43505
H -17.30251 17.14539 -24.68790
H -15.36210 17.06297 -26.08911
C -15.54713 14.47919 -28.52383
C -15.45596 14.74001 -30.00682
O -14.17513 14.35073 -30.56118
H -16.47939 14.91496 -28.16454
H -14.73811 14.64968 -27.81353
H -15.75946 13.41173 -28.46426
H -15.31907 15.80134 -30.21408
H -16.26862 14.35824 -30.62483
H -14.18415 14.57190 -31.49532
C -21.08181 22.05253 -28.01364
C -19.67110 22.21364 -27.50961
O -19.59148 21.28457 -26.38494
H -21.78178 22.29514 -27.21409
H -21.19428 21.01172 -28.31722
H -21.22727 22.65437 -28.91071
H -19.55294 23.24261 -27.16995
H -18.98186 21.98624 -28.32284
H -20.30554 21.58185 -25.81631
```

- Structure (SMILES): CCO.CCO.CCO.CCO.CCO.CCO
- LUMO energy: 0.0171 Ha
- Frontier orbital gap: 9.8 eV

Atom charges from the Löwdin analysis, given in e for atoms 1 to 2: -0.049 -0.305

version two comes first in stability; the runner-up is 568.1 kJ/mol higher.